(1)
C4H11NO | ωB97M-V/def2-TZVPD

XYZ file:
```
17
C4H11NO | the OMol25 dataset | ωB97M-V/def2-TZVPD
C 1.075 -0.594 1.026
C 0.624 -0.096 -0.319
C 1.327 1.094 -0.916
C -0.418 -0.646 -0.945
N -1.149 -1.733 -0.467
H 1.130 -1.688 1.064
H 2.064 -0.217 1.280
H 0.394 -0.277 1.822
H 2.392 0.918 -1.072
H 0.879 1.392 -1.863
H 1.234 1.973 -0.265
H -0.706 -0.280 -1.922
H -2.036 -1.897 -0.915
H -1.192 -1.852 0.531
O -2.258 1.252 0.932
H -1.531 0.762 0.519
H -1.830 1.888 1.511
```

Values from the calculation:
SMILES   CC(C)=CN.O
LUMO   0.855 eV
Molecular weight   89.14 g/mol
E_HOMO   -0.2949 Ha
HOMO-LUMO gap   0.326 Ha

(2)
H2N2O3 | ωB97M-V/def2-TZVPD

XYZ file:
```
7
H2N2O3 | the OMol25 dataset | ωB97M-V/def2-TZVPD
O -1.823 -0.286 0.026
N -0.646 0.085 -0.623
O -0.089 1.223 -0.012
N 0.456 -0.034 0.264
O 1.759 -0.214 -0.174
H -1.531 -0.241 1.126
H 1.778 -0.073 -1.087
```

Values from the calculation:
SMILES   On1on1O
LUMO   0.928 eV
Molecular weight   78.03 g/mol
E_HOMO   -0.4168 Ha
HOMO-LUMO gap   0.451 Ha

(3)
C26H20F12N2O2Pt | ωB97M-V/def2-TZVPD

XYZ file:
```
63
C26H20F12N2O2Pt | the OMol25 dataset | ωB97M-V/def2-TZVPD
Pt -0.543 -0.242 -0.500
C -2.229 -5.810 3.700
C -1.512 -4.864 2.794
C -0.633 -5.320 1.817
C -0.033 -4.436 0.959
C -0.302 -3.044 0.989
N 0.201 -2.236 0.035
C 0.712 -2.675 -1.157
C 0.151 -3.783 -1.831
C 0.732 -4.331 -2.950
C 1.917 -3.807 -3.452
C 2.643 -4.424 -4.600
C 2.405 -2.638 -2.878
C 1.808 -2.029 -1.790
C 2.365 -0.683 -1.307
O 1.554 0.113 -0.587
C 3.646 -0.955 -0.461
F 3.365 -1.727 0.589
F 4.611 -1.595 -1.148
F 4.183 0.172 -0.009
C 2.732 0.197 -2.550
F 3.827 -0.137 -3.244
F 1.706 0.181 -3.423
F 2.899 1.468 -2.197
C -1.063 -2.565 2.101
C -1.658 -3.484 2.945
C -1.128 -1.060 2.412
O -1.519 -0.235 1.419
C 0.287 -0.663 2.973
F 1.166 -0.466 1.992
F 0.263 0.455 3.701
F 0.800 -1.625 3.761
C -2.132 -0.735 3.561
F -1.780 -1.218 4.762
F -2.271 0.576 3.711
F -3.355 -1.212 3.296
H -2.062 -6.841 3.399
H -3.299 -5.607 3.704
H -1.877 -5.692 4.724
H -0.425 -6.376 1.728
H 0.680 -4.797 0.236
H -0.770 -4.199 -1.450
H 0.268 -5.179 -3.430
H 2.417 -5.484 -4.685
H 3.715 -4.298 -4.474
H 2.351 -3.935 -5.529
H 3.283 -2.206 -3.327
H -2.278 -3.168 3.768
C -3.156 -1.744 -2.278
C -2.789 -0.371 -2.692
C -3.350 0.429 -3.704
C -2.663 1.633 -3.686
C -1.695 1.535 -2.670
C -0.666 2.506 -2.242
N -1.795 0.316 -2.083
H -4.232 -1.819 -2.116
H -2.632 -2.004 -1.354
H -2.894 -2.463 -3.056
H -4.159 0.147 -4.351
H -2.815 2.476 -4.332
H -1.108 3.482 -2.047
H 0.082 2.632 -3.028
H -0.161 2.151 -1.332
```

Values from the calculation:
LUMO (spin up / spin down)   0.133 / -3.198 eV
Multiplicity   5
Molecular weight   815.51 g/mol
E_HOMO (spin up / spin down)   -0.2668 / -0.2652 Ha
HOMO-LUMO gap (spin up / spin down)   0.272 / 0.148 Ha

(4)
CH2N4 | ωB97M-V/def2-TZVPD

XYZ file:
```
7
CH2N4 | the OMol25 dataset | ωB97M-V/def2-TZVPD
N 2.052 -1.108 -0.032
C 0.993 -0.545 -0.236
N -0.061 0.055 -0.460
H 2.574 -0.813 -0.690
H -0.553 0.627 0.280
N -2.158 1.286 0.450
N -2.847 0.497 0.688
```

Values from the calculation:
SMILES   N=C=N.N#N
LUMO   1.013 eV
Molecular weight   70.05 g/mol
E_HOMO   -0.3715 Ha
HOMO-LUMO gap   0.409 Ha

(5)
C40H91BN5O20 | ωB97M-V/def2-TZVPD

XYZ file:
```
157
C40H91BN5O20 | the OMol25 dataset | ωB97M-V/def2-TZVPD
O -0.847 19.913 -19.039
C 0.077 19.661 -18.250
O 1.040 20.539 -17.809
B 2.098 19.771 -17.175
O 1.490 18.455 -17.019
C 0.325 18.360 -17.597
O -0.220 17.277 -17.873
O 2.441 20.248 -15.849
C 3.676 20.311 -15.762
O 4.427 20.616 -14.788
C 4.306 20.120 -17.192
O 3.339 19.701 -17.943
O 5.437 20.345 -17.596
C -6.860 16.718 -22.299
C -7.799 16.867 -21.136
C -7.541 15.952 -19.907
O -7.620 18.210 -20.654
H -5.802 16.809 -22.053
H -6.977 17.299 -23.214
H -6.949 15.698 -22.673
H -8.807 16.603 -21.456
H -6.486 16.072 -19.661
H -7.613 14.886 -20.125
H -8.098 16.304 -19.038
H -6.676 18.292 -20.503
C -2.094 9.258 -15.355
C -1.789 8.545 -16.627
C -2.197 7.108 -16.753
O -2.561 9.125 -17.593
H -1.543 10.190 -15.483
H -1.731 8.782 -14.444
H -3.176 9.358 -15.281
H -0.707 8.530 -16.758
H -3.244 6.905 -16.980
H -1.721 6.370 -16.107
H -1.742 6.790 -17.691
H -2.234 9.899 -18.057
C 12.008 23.670 -23.798
O 11.604 22.605 -22.877
C 10.191 22.421 -22.791
C 9.656 21.103 -23.334
N 9.995 20.155 -22.264
C 9.388 18.766 -22.611
C 9.442 17.712 -21.474
O 10.747 17.553 -20.856
C 10.804 16.247 -20.118
H 11.549 24.636 -23.590
H 11.533 23.506 -24.765
H 13.078 23.872 -23.770
H 9.720 23.356 -23.093
H 9.933 22.496 -21.734
H 9.927 20.878 -24.365
H 8.569 21.176 -23.364
H 9.347 20.492 -21.566
H 9.842 18.450 -23.550
H 8.345 18.968 -22.852
H 9.285 16.754 -21.970
H 8.701 18.009 -20.732
H 10.665 15.492 -20.892
H 10.102 16.119 -19.294
H 11.832 16.186 -19.761
C -0.621 25.677 -5.536
O 0.399 24.785 -6.078
C 0.263 24.622 -7.491
C 1.588 24.537 -8.260
N 2.096 25.842 -8.635
C 2.458 26.748 -7.510
C 3.890 26.640 -6.929
O 4.928 26.990 -7.896
C 5.264 25.960 -8.849
H -0.430 25.510 -4.476
H -1.662 25.381 -5.669
H -0.591 26.724 -5.838
H -0.240 25.450 -7.991
H -0.361 23.790 -7.819
H 1.280 24.022 -9.170
H 2.286 23.957 -7.657
H 2.768 25.816 -9.389
H 1.625 26.842 -6.813
H 2.320 27.718 -7.988
H 3.975 25.677 -6.426
H 3.949 27.424 -6.174
H 5.401 25.044 -8.274
H 6.199 26.264 -9.319
H 4.424 25.893 -9.541
C 15.207 24.635 -18.577
O 14.593 23.390 -18.095
C 13.860 23.614 -16.911
C 13.985 22.309 -15.991
N 13.659 21.155 -16.824
C 13.829 19.886 -16.035
C 15.173 19.302 -16.204
O 15.702 19.377 -17.507
C 16.947 18.820 -17.791
H 16.020 24.950 -17.923
H 14.469 25.391 -18.845
H 15.829 24.474 -19.458
H 12.832 23.735 -17.252
H 14.167 24.515 -16.379
H 13.347 22.493 -15.126
H 15.032 22.251 -15.695
H 12.682 21.382 -16.945
H 13.171 19.097 -16.399
H 13.613 19.975 -14.970
H 15.124 18.248 -15.928
H 15.913 19.833 -15.606
H 16.655 17.776 -17.683
H 17.810 19.114 -17.194
H 17.191 18.993 -18.839
C 2.772 23.670 -24.162
O 1.493 23.719 -24.768
C 0.905 22.549 -25.235
C 0.824 21.385 -24.177
N 2.119 20.677 -24.023
C 2.317 19.654 -25.011
C 1.487 18.378 -24.604
O 2.232 17.657 -23.627
C 1.630 16.541 -23.047
H 3.410 23.234 -24.931
H 2.903 22.955 -23.350
H 3.056 24.690 -23.903
H 1.605 22.259 -26.019
H -0.093 22.791 -25.601
H -0.116 20.876 -24.387
H 0.529 21.810 -23.218
H 2.157 20.244 -23.111
H 3.347 19.319 -25.133
H 1.950 19.843 -26.020
H 1.345 17.733 -25.471
H 0.562 18.642 -24.090
H 2.063 15.627 -23.455
H 0.548 16.569 -23.175
H 1.932 16.606 -22.002
C -6.064 28.471 -22.816
O -5.135 29.287 -22.112
C -3.847 29.254 -22.605
C -2.846 29.732 -21.560
N -2.996 29.185 -20.204
C -2.661 27.784 -20.114
C -3.918 26.876 -20.241
O -5.067 27.335 -19.638
C -6.227 26.510 -19.717
H -6.225 28.994 -23.759
H -7.035 28.525 -22.322
H -5.877 27.401 -22.914
H -3.731 29.949 -23.436
H -3.498 28.305 -23.013
H -2.966 30.813 -21.483
H -1.856 29.613 -22.000
H -2.092 29.512 -19.897
H -2.031 27.628 -19.239
H -1.866 27.446 -20.778
H -3.706 25.986 -19.648
H -4.033 26.559 -21.277
H -7.116 27.097 -19.483
H -6.022 25.607 -19.141
H -6.391 26.181 -20.743
```

Values from the calculation:
LUMO   2.023 eV
Molecular weight   972.99 g/mol
E_HOMO   -0.2607 Ha
Charge   -1
HOMO-LUMO gap   0.335 Ha

What did the fourth record say?
CH2N4 | ωB97M-V/def2-TZVPD

XYZ file:
```
7
CH2N4 | the OMol25 dataset | ωB97M-V/def2-TZVPD
N 2.052 -1.108 -0.032
C 0.993 -0.545 -0.236
N -0.061 0.055 -0.460
H 2.574 -0.813 -0.690
H -0.553 0.627 0.280
N -2.158 1.286 0.450
N -2.847 0.497 0.688
```

Values from the calculation:
SMILES   N=C=N.N#N
LUMO   1.013 eV
Molecular weight   70.05 g/mol
E_HOMO   -0.3715 Ha
HOMO-LUMO gap   0.409 Ha

Question: Look up the molecular weight of the first one.
Answer: 89.14 g/mol

Question: Which of these has the lowest molecular weight?
Answer: CH2N4

Question: Which value of molecular weight does entry 4 give?
Answer: 70.05 g/mol